Record 1
18
Properties=species:S:1:pos:R:3:forces:R:3:nbo_charge:R:1 method="wB97M-V/def2-TZVPD" homo_ha=-0.309 smiles="[H]/N=C/NC.C=CN"
H 0.96756 3.54074 1.12139 0.2 0.4 0.2 0.34
N 0.14725 3.43729 0.54284 -0.1 -0.3 -0.3 -0.70
C 0.30922 2.36636 -0.12571 0.1 -0.1 0.3 0.28
N -0.59330 1.87851 -1.03480 -0.5 -0.1 0.4 -0.61
C -0.77850 0.42665 -1.07735 0.6 0.3 -0.4 -0.41
H 1.19563 1.73656 -0.00818 0.0 -0.1 -0.1 0.14
H -1.47043 2.37304 -0.95104 0.0 0.2 -0.1 0.38
H -1.44888 0.19118 -1.89843 0.0 -0.1 0.0 0.21
H 0.19665 -0.01195 -1.28383 -0.1 -0.3 0.0 0.21
H -1.15726 -0.01362 -0.15366 -0.1 0.1 0.1 0.17
C 0.08994 -3.13065 -0.55249 0.1 0.1 0.5 -0.55
C 0.72653 -2.66698 0.52548 -0.2 -0.1 -0.3 0.02
N 0.17400 -2.10406 1.65777 0.7 -0.3 0.0 -0.82
H -0.99152 -3.11280 -0.59496 0.0 0.0 -0.2 0.19
H 0.66141 -3.58179 -1.34717 -0.1 0.0 -0.1 0.21
H 1.80644 -2.74232 0.58148 0.0 0.0 0.0 0.19
H -0.78505 -1.83043 1.69853 -0.2 0.1 -0.1 0.38
H 0.82965 -1.59945 2.22296 -0.3 0.2 0.2 0.38

Record 2
25
Properties=species:S:1:pos:R:3:forces:R:3:mulliken_charge:R:1 method="wB97M-V/def2-TZVPD" homo_ha=-0.082 charge=-1
C 0.04731 -1.41161 -1.99870 -0.1 -0.6 -0.6 -0.40
C -1.28180 -1.56368 -1.50912 -0.1 -0.4 -0.4 -0.47
C -1.21949 -2.27202 -0.26893 0.2 -0.3 -0.1 -0.62
C 0.15819 -2.55945 0.00004 -0.2 -0.1 -0.2 -0.53
C 0.93726 -2.02136 -1.07107 -0.2 -0.4 -0.2 -0.52
La -0.13086 0.07610 0.23333 0.3 0.4 -0.8 0.82
C -1.01661 1.94030 -1.07236 0.5 -0.1 -0.1 -1.19
C 0.43784 2.01424 -1.45712 0.8 1.3 -1.9 1.01
C 0.77555 2.50112 -2.71281 -0.8 -0.6 1.3 -1.29
N 1.44372 1.51965 -0.60088 -0.5 0.4 0.5 -0.60
H -2.04603 -2.34167 0.46371 0.5 -0.3 -0.6 0.40
H -2.17943 -1.08339 -1.94090 0.7 -0.5 0.2 0.39
H 0.56573 -2.90255 0.96301 -0.3 -0.1 -0.6 0.41
H 2.03886 -1.99680 -1.13022 -0.8 -0.1 0.0 0.38
H 0.34353 -0.86386 -2.91207 -0.3 -0.4 0.7 0.34
H -1.78379 1.66059 -1.79434 0.3 0.7 0.0 0.33
H 2.42054 1.57642 -0.87766 -0.6 0.5 -0.6 0.13
H -1.31484 2.29164 -0.08130 -0.2 0.5 -0.2 0.25
H -0.04901 2.88876 -3.30367 0.6 0.2 -0.3 0.31
H 1.83254 2.53452 -2.93618 0.0 0.1 -0.6 0.25
C 0.00252 0.00045 3.69195 0.1 0.0 -2.2 -0.70
O 0.01320 0.01174 2.27994 0.0 -0.1 3.8 -0.33
H -0.94571 0.54244 3.93160 0.9 -0.5 1.0 0.19
H 0.94656 0.54920 3.92797 -0.9 -0.5 1.0 0.19
H 0.00423 -1.09178 3.92837 0.0 0.9 1.0 0.23

Record 3
47
Properties=species:S:1:pos:R:3:forces:R:3:nbo_charge:R:1 method="wB97M-V/def2-TZVPD" homo_ha=-0.397 charge=+1
C -4.76356 -2.08273 0.69602 -0.1 -0.2 -0.1 -0.73
C -3.72424 -1.39628 -0.13315 0.2 -0.2 0.4 0.81
O -3.81675 -1.09446 -1.27166 -0.1 0.3 -0.6 -0.51
O -2.55854 -1.10923 0.58130 -0.3 0.1 0.7 -0.57
C -2.41408 0.27680 0.87980 0.4 0.0 -0.4 -0.09
C -1.36165 0.33804 1.98368 0.1 -0.1 -0.1 -0.28
N -1.35820 1.60156 2.79695 0.1 0.1 0.0 -0.34
C -2.66300 2.01909 3.47435 0.1 0.2 0.2 -0.22
C -2.75712 3.52258 3.21412 0.3 -0.1 0.0 -0.42
C -2.13996 3.61944 1.81981 -0.3 -0.3 -0.1 -0.42
C -0.86755 2.81679 2.01322 -0.2 0.2 0.0 -0.22
H -5.47871 -2.57508 0.03823 0.0 0.1 0.1 0.25
H -4.31333 -2.79777 1.38467 0.0 0.1 -0.1 0.24
H -5.29581 -1.32906 1.28651 0.1 -0.1 0.0 0.24
H -2.06613 0.78827 -0.02498 -0.1 0.1 0.1 0.21
H -3.37123 0.72061 1.17598 0.0 -0.2 0.0 0.17
H -0.36140 0.27724 1.53504 -0.1 -0.1 0.1 0.30
H -1.47552 -0.51111 2.66168 -0.3 0.2 0.0 0.23
H -0.68172 1.42139 3.53696 0.0 0.0 -0.1 0.44
H -3.48218 1.46868 3.01962 0.1 0.0 0.1 0.22
H -2.59123 1.77964 4.53487 -0.1 -0.2 -0.1 0.23
H -3.76948 3.91313 3.30477 0.0 -0.1 0.0 0.25
H -2.11057 4.03805 3.93231 -0.2 0.1 0.0 0.22
H -1.98653 4.62011 1.41978 0.1 0.0 0.2 0.26
H -2.79098 3.07319 1.12446 0.1 0.2 -0.1 0.21
H -0.18340 3.34980 2.67548 0.1 0.0 -0.2 0.22
H -0.36583 2.50176 1.10000 0.1 -0.1 0.2 0.26
C 1.95687 -1.69979 -1.58065 0.1 0.1 0.0 -0.82
S 0.59972 -1.15385 -0.55767 0.1 -0.2 -0.2 1.23
O 1.14241 -0.10634 0.37766 0.0 0.0 0.1 -1.02
C 0.46328 -2.66219 0.40435 0.0 0.0 0.0 -0.82
H 2.24798 -0.87985 -2.23162 0.0 0.0 0.0 0.26
H 2.80731 -1.97952 -0.96179 0.0 0.0 0.0 0.26
H 1.62052 -2.54379 -2.18181 0.0 0.0 0.0 0.24
H 1.42575 -2.87483 0.86859 0.0 0.0 0.0 0.24
H 0.16289 -3.47622 -0.25451 0.0 0.0 0.0 0.24
H -0.30199 -2.51199 1.16204 0.0 0.0 0.0 0.23
C 4.83507 -1.39321 -5.35244 0.0 0.0 0.0 -0.83
S 5.71333 -1.82254 -3.84698 0.0 -0.1 0.0 1.26
O 4.71960 -1.74312 -2.73767 -0.1 0.0 0.0 -1.01
C 6.69727 -0.32535 -3.75418 0.0 0.0 0.0 -0.83
H 4.12647 -2.19352 -5.55511 0.0 0.0 0.0 0.24
H 4.30711 -0.45140 -5.20433 0.0 0.0 0.0 0.23
H 5.54472 -1.31554 -6.17570 0.0 0.0 0.0 0.24
H 6.03376 0.53823 -3.71873 0.0 0.0 0.0 0.23
H 7.35998 -0.27407 -4.61767 0.0 0.0 0.0 0.23
H 7.28665 -0.38160 -2.84161 0.0 0.0 0.0 0.24

One value per record, in order, for M: 101.15 290.11 314.49 g/mol.